# 1
Entry from OMol25: an isolated molecule of C13H20 at a distorted geometry (ωB97M-V/def2-TZVPD).

```
33
Properties=species:S:1:pos:R:3
C 0.53 -2.60 0.67
C 1.07 -1.61 -0.04
C 2.27 -2.06 -0.83
C 0.73 -0.21 0.35
C 1.69 1.05 0.07
C 2.26 1.90 1.10
C 1.64 1.18 -1.42
C 0.41 1.00 -0.61
C -0.64 0.59 0.21
C -1.07 1.38 1.40
C -1.78 -0.27 -0.49
C -2.71 -0.79 0.57
C -2.46 0.75 -1.48
H 0.88 -3.67 0.54
H -0.30 -2.58 1.48
H 2.09 -2.70 -1.71
H 2.89 -1.22 -1.17
H 2.96 -2.60 -0.19
H 2.42 1.26 1.96
H 1.59 2.80 1.41
H 3.29 2.29 0.72
H 2.07 0.22 -2.02
H 1.77 2.15 -1.97
H -1.46 0.70 2.10
H -1.83 2.15 1.02
H -0.22 1.92 1.77
H -1.29 -1.20 -0.88
H -2.25 -1.49 1.23
H -3.65 -1.07 0.13
H -2.97 0.08 1.16
H -3.13 1.39 -0.91
H -3.18 0.15 -2.01
H -1.63 1.12 -2.15
```

As for the LUMO energy: 0.88 eV. For the HOMO energy, the calculation gives -0.2832 Ha. The value obtained for the relative energy (zero: lowest compared OMol25 entry of this formula, charge and spin) is 144.0 kcal per mole. The total energy comes out at -13798.5598 eV. As for the structure (SMILES): C=C(C)[C@@]12[C@@]3(C)C[C@]31[C@@]2(C)C(C)C. Its charge is 0.

=====

# 2
Entry from OMol25: an isolated molecule of C4H6S at a distorted geometry (ωB97M-V/def2-TZVPD).

```
11
Properties=species:S:1:pos:R:3
C 2.61 -0.06 0.35
C 1.39 -0.03 0.49
C 0.12 0.40 0.96
S -1.12 0.58 -0.42
C -1.13 -1.16 -0.82
H 3.71 -0.47 0.34
H -0.31 -0.56 1.48
H -0.13 1.29 1.54
H -1.00 -1.53 0.44
H -2.12 -1.29 -1.54
H -0.19 -1.60 -1.40
```

As for the LUMO energy: 0.83 eV. For the HOMO energy, the calculation gives -0.3203 Ha. The value obtained for the relative energy (zero: lowest compared OMol25 entry of this formula, charge and spin) is 85.0 kcal per mole. The total energy comes out at -15076.1090 eV. As for the structure (SMILES): C#CCSC. Its charge is 0.

=====

# 3
Entry from OMol25: a structure of composition C36H38N5O3STeY at a distorted geometry (ωB97M-V/def2-TZVPD).

```
85
Properties=species:S:1:pos:R:3
Y -1.18 2.21 1.57
N -1.22 -4.25 7.38
C -1.13 -3.06 6.65
C -1.76 -1.90 7.10
C -1.71 -0.74 6.36
C -1.02 -0.72 5.16
C -0.37 -1.86 4.70
C -0.43 -3.03 5.44
S -0.98 0.76 4.24
O 0.07 0.59 3.23
O -0.85 1.84 5.17
N -2.33 0.99 3.39
C -2.83 -0.07 2.62
N -3.22 -1.21 3.21
C -3.73 -2.14 2.40
C -3.88 -1.96 1.03
C -3.44 -0.75 0.53
N -2.91 0.19 1.30
H -1.42 -4.14 8.36
H -0.49 -4.92 7.20
H -2.30 -1.92 8.05
H -2.20 0.16 6.72
H 0.17 -1.82 3.76
H 0.08 -3.92 5.09
H -4.03 -3.07 2.87
H -4.30 -2.72 0.39
H -3.51 -0.52 -0.52
C -2.48 3.64 0.31
H -2.17 4.67 0.06
H -3.29 3.39 -0.40
C 0.78 0.25 -8.37
C 0.74 0.52 -6.89
C 0.06 1.60 -6.36
C 0.02 1.86 -4.99
C -0.76 3.07 -4.51
C 0.71 1.02 -4.10
Te 0.77 1.56 -1.98
N 0.62 2.06 0.47
C 1.21 2.91 1.26
O 0.54 3.55 2.20
C 2.69 3.17 1.28
C 3.34 3.24 2.51
C 4.72 3.41 2.58
C 5.46 3.54 1.41
C 4.82 3.49 0.17
C 3.44 3.30 0.11
C 0.16 -0.37 -1.36
C -1.03 -0.93 -1.84
C -1.98 -0.20 -2.77
C -1.40 -2.21 -1.43
C -0.65 -2.93 -0.51
C -1.09 -4.30 -0.04
C 0.51 -2.35 -0.03
C 0.94 -1.09 -0.43
C 2.23 -0.57 0.16
C 1.42 -0.08 -4.63
C 2.17 -1.05 -3.75
C 1.42 -0.31 -6.00
H 0.16 0.97 -8.91
H 0.41 -0.75 -8.61
H 1.79 0.33 -8.76
H -0.48 2.27 -7.03
H -1.31 3.52 -5.34
H -0.12 3.84 -4.07
H -1.47 2.80 -3.72
H 2.74 3.16 3.41
H 5.21 3.44 3.54
H 6.53 3.67 1.45
H 5.39 3.59 -0.74
H 2.94 3.23 -0.85
H -2.18 0.81 -2.42
H -2.93 -0.74 -2.84
H -1.58 -0.10 -3.78
H -2.32 -2.64 -1.81
H -2.05 -4.58 -0.49
H -1.21 -4.32 1.04
H -0.36 -5.06 -0.31
H 1.11 -2.90 0.70
H 2.85 -1.41 0.48
H 2.03 0.07 1.02
H 2.79 0.04 -0.55
H 2.61 -0.55 -2.88
H 2.98 -1.54 -4.31
H 1.51 -1.83 -3.36
H 1.97 -1.17 -6.39
```

Its multiplicity is 2. As for the LUMO energy (alpha / beta): 2.28 / 2.28 eV. The expectation value of S² is 0.753. For the HOMO energy (alpha / beta), the calculation gives -0.1574 / -0.1599 Ha. The value obtained for the relative energy (zero: lowest compared OMol25 entry of this formula, charge and spin) is 4.1 kcal per mole. The total energy comes out at -70715.4577 eV. Its charge is -1.